48
Properties=species:S:1:pos:R:3 method="wB97M-V/def2-TZVPD" homo_lumo_gap_ev=8.60 homo_ev=-9.20 total_energy_ha=-1301.722105 e_above_lowest_kcal_mol=10.1 e_lumo_ev=-0.597
O 3.399 3.472 -3.744
C 2.683 2.897 -2.919
C 2.733 3.455 -1.589
C 2.299 2.670 -0.544
C 1.866 1.248 -0.751
O 2.993 0.360 -0.545
C 1.164 1.133 -2.126
C 0.832 -0.258 -2.640
O 0.442 -0.050 -4.029
C -0.246 -1.083 -1.886
O -0.431 -0.731 -0.484
C -1.498 0.094 -0.080
O -2.337 0.632 -0.812
C -1.590 0.292 1.343
C -2.426 1.152 2.032
C -2.440 1.292 3.486
C -3.495 1.988 4.048
C -3.507 2.229 5.419
C -2.439 1.842 6.216
C -1.385 1.124 5.627
C -1.438 0.812 4.278
C 0.133 -2.576 -2.010
C 0.867 -3.220 -0.990
C 1.340 -4.523 -1.123
C 0.969 -5.274 -2.249
C 0.179 -4.677 -3.279
C -0.204 -3.309 -3.158
O 2.045 1.714 -3.128
H 3.077 4.476 -1.394
H 2.258 3.014 0.487
H 1.166 0.988 0.056
H 3.692 0.475 -1.229
H 0.226 1.722 -2.068
H 1.751 -0.852 -2.667
H 0.976 0.733 -4.321
H -1.191 -0.895 -2.350
H -0.921 -0.360 1.916
H -3.091 1.808 1.442
H -4.309 2.371 3.438
H -4.353 2.718 5.895
H -2.413 2.002 7.295
H -0.538 0.767 6.235
H -0.605 0.252 3.877
H 1.104 -2.665 -0.068
H 1.978 -4.961 -0.349
H 1.365 -6.281 -2.359
H -0.067 -5.219 -4.191
H -0.611 -2.796 -4.010

***

51
Properties=species:S:1:pos:R:3 method="wB97M-V/def2-TZVPD" homo_lumo_gap_ev=8.04 homo_ev=-8.29 total_energy_ha=-2119.738233 e_above_lowest_kcal_mol=58.8 e_lumo_ev=-0.256
C -5.133 0.204 1.065
C -4.531 -0.794 0.072
C -4.817 -0.295 -1.352
C -5.208 -2.154 0.296
C -3.027 -0.943 0.232
C -2.350 -1.893 -0.535
C -0.980 -2.048 -0.442
C -0.272 -1.245 0.430
S 1.508 -1.319 0.451
O 1.982 -2.597 0.024
O 2.006 -0.750 1.662
N 1.879 -0.259 -0.823
C 1.485 1.072 -0.666
C 0.473 1.612 -1.457
C 0.035 2.908 -1.269
C 0.595 3.673 -0.255
Cl 0.030 5.280 0.011
C 1.604 3.156 0.536
C 2.077 1.864 0.327
C 3.200 1.404 1.204
O 3.294 1.791 2.347
C 4.236 0.556 0.572
C 4.581 0.642 -0.776
C 5.555 -0.175 -1.288
N 6.200 -1.092 -0.525
O 7.071 -1.839 -1.026
C 5.887 -1.170 0.792
C 4.936 -0.361 1.355
C -0.907 -0.294 1.199
C -2.282 -0.151 1.101
H -4.739 1.205 0.908
H -6.211 0.245 0.926
H -4.939 -0.102 2.090
H -4.333 0.664 -1.519
H -5.888 -0.173 -1.496
H -4.450 -0.997 -2.098
H -4.904 -2.883 -0.449
H -4.956 -2.542 1.279
H -6.288 -2.043 0.237
H -2.894 -2.524 -1.220
H -0.451 -2.788 -1.022
H 1.575 -0.678 -1.692
H 0.026 1.002 -2.229
H -0.744 3.319 -1.891
H 2.048 3.744 1.325
H 4.103 1.361 -1.425
H 5.865 -0.146 -2.322
H 6.438 -1.911 1.349
H 4.698 -0.443 2.404
H -0.322 0.314 1.870
H -2.762 0.593 1.714

***

51
Properties=species:S:1:pos:R:3 method="wB97M-V/def2-TZVPD" homo_lumo_gap_ev=5.88 homo_ev=-3.80 total_energy_ha=-1434.782595 charge=-1 e_above_lowest_kcal_mol=0.0 e_lumo_ev=2.082
Cs -0.406 -1.059 -1.314
C -2.648 0.137 1.698
N -1.684 -0.948 1.723
C -2.285 -2.179 2.201
C -0.512 -0.574 2.499
C 0.579 -1.636 2.595
N 0.992 -2.065 1.278
C 1.961 -2.949 1.147
C 2.321 -3.352 -0.180
F 1.647 -2.780 -1.229
C 3.296 -4.266 -0.471
F 3.543 -4.570 -1.765
C 4.041 -4.892 0.518
C 3.733 -4.526 1.817
F 4.428 -5.097 2.829
C 2.759 -3.612 2.135
F 2.564 -3.336 3.456
H -3.030 0.387 2.703
H -3.490 -0.137 1.060
H -2.189 1.031 1.273
H -1.586 -3.004 2.072
H -3.185 -2.388 1.622
H -2.567 -2.117 3.267
H -0.792 -0.285 3.531
H -0.068 0.313 2.033
H 0.230 -2.471 3.216
H 1.400 -1.155 3.147
H 4.809 -5.614 0.290
N 0.960 1.699 -0.456
C 1.031 2.739 -1.398
C 2.238 3.411 -1.584
C 2.355 4.393 -2.554
C 1.262 4.714 -3.346
C 0.060 4.044 -3.155
C -0.080 3.054 -2.190
C -1.394 2.346 -2.027
C -2.309 2.900 -1.129
C -3.581 2.354 -0.987
C -3.912 1.251 -1.761
C -2.966 0.709 -2.632
C -1.658 1.203 -2.827
H 1.676 1.757 0.252
H 0.043 1.538 -0.063
H 3.095 3.152 -0.970
H 3.297 4.908 -2.697
H 1.348 5.477 -4.111
H -0.794 4.277 -3.779
H -2.038 3.777 -0.545
H -4.297 2.784 -0.295
H -4.905 0.816 -1.684
H -3.295 -0.158 -3.212

***

53
Properties=species:S:1:pos:R:3 method="wB97M-V/def2-TZVPD" homo_lumo_gap_ev=5.32 homo_ev=-2.71 total_energy_ha=-1574.809878 charge=-1 e_lumo_ev=2.616
C -0.539 -3.629 0.191
C -0.648 -2.129 0.155
N 0.115 -1.559 1.024
N 0.404 -0.308 1.074
C 0.459 0.106 2.429
O 0.383 -0.622 3.414
N 0.592 1.477 2.384
C 0.961 2.271 3.450
C 1.280 3.631 3.233
C 1.845 4.377 4.270
C 2.056 3.792 5.529
C 1.685 2.464 5.762
C 1.123 1.708 4.732
C -1.594 -1.463 -0.841
C -2.342 -0.192 -0.324
O -1.770 0.712 0.285
N -3.688 -0.096 -0.532
C -4.349 1.085 -0.018
C -4.471 -0.860 -1.500
C -1.039 -1.167 -2.195
C -1.694 0.025 -2.749
N -2.187 0.968 -3.238
C 0.494 -1.063 -2.372
C 1.266 -2.227 -2.450
C 2.547 -2.187 -2.985
C 3.091 -0.953 -3.316
C 4.483 -0.909 -3.870
F 4.670 0.150 -4.711
F 4.793 -2.035 -4.582
F 5.420 -0.800 -2.874
C 2.376 0.226 -3.169
C 1.082 0.169 -2.651
H -1.134 -4.095 -0.603
H 0.511 -3.953 0.096
H -0.894 -4.014 1.159
H 0.458 1.837 1.443
H 1.102 4.060 2.245
H 2.123 5.413 4.089
H 2.509 4.372 6.332
H 1.826 1.989 6.731
H 0.841 0.672 4.886
H -2.392 -2.200 -0.986
H -4.021 1.292 1.004
H -4.135 1.952 -0.659
H -5.423 0.895 -0.034
H -4.323 -1.943 -1.407
H -5.520 -0.644 -1.272
H -4.273 -0.534 -2.531
H -1.329 -2.043 -2.815
H 0.846 -3.182 -2.125
H 3.099 -3.105 -3.147
H 2.797 1.176 -3.476
H 0.528 1.094 -2.486

***

57
Properties=species:S:1:pos:R:3 method="wB97M-V/def2-TZVPD" homo_lumo_gap_ev=6.03 homo_ev=-13.71 total_energy_ha=-2407.260671 charge=+2 e_above_lowest_kcal_mol=0.0 e_lumo_ev=-7.682
O 4.356 -5.899 0.274
C 4.004 -4.758 0.084
C 4.181 -3.677 1.097
C 3.222 -2.755 1.218
C 2.043 -2.857 0.318
O 0.918 -2.543 0.677
C 2.331 -3.392 -1.036
C 1.560 -2.859 -2.218
C 2.487 -1.983 -3.059
C 1.763 -0.915 -3.844
F 1.087 -1.418 -4.899
F 0.808 -0.344 -3.027
C 2.609 0.312 -4.275
F 3.037 0.902 -3.130
F 1.824 1.189 -4.922
S 4.148 -0.046 -5.313
F 4.695 1.400 -4.964
F 3.462 0.533 -6.608
F 3.609 -1.482 -5.673
F 4.864 -0.623 -4.028
F 5.443 -0.346 -6.138
C 3.287 -4.321 -1.148
H 5.061 -3.660 1.718
H 3.283 -1.967 1.949
H 1.168 -3.697 -2.776
H 0.713 -2.313 -1.820
H 3.273 -1.544 -2.461
H 2.998 -2.622 -3.770
H 3.528 -4.752 -2.105
C 0.447 -0.698 4.760
N -0.572 0.132 4.070
C -1.153 -0.351 2.962
C -2.125 0.367 2.306
C -2.518 1.608 2.798
C -1.887 2.091 3.941
C -0.915 1.335 4.557
C -3.592 2.394 2.136
C -4.726 2.781 2.842
C -5.696 3.537 2.221
N -5.558 3.910 0.940
C -4.482 3.535 0.229
C -3.488 2.777 0.801
C -6.590 4.757 0.290
H 1.238 -0.931 4.052
H -0.033 -1.608 5.110
H 0.850 -0.144 5.601
H -0.823 -1.323 2.616
H -2.579 -0.060 1.422
H -2.136 3.058 4.356
H -0.403 1.674 5.445
H -4.871 2.494 3.875
H -6.589 3.857 2.737
H -4.437 3.866 -0.799
H -2.630 2.506 0.201
H -6.957 4.241 -0.593
H -6.132 5.705 0.018
H -7.404 4.927 0.985

***

55
Properties=species:S:1:pos:R:3 method="wB97M-V/def2-TZVPD" homo_lumo_gap_ev="5.69 / 6.05" s_squared=8.77 homo_ev="-4.16 / -4.56" multiplicity=6 total_energy_ha=-3338.115624 charge=-1 e_above_lowest_kcal_mol=45.6 e_lumo_ev="1.536 / 1.487"
Fe -0.964 0.078 0.883
C -2.124 3.843 -1.296
C -0.727 3.361 -1.529
N -0.047 3.821 -2.542
C 1.213 3.357 -2.768
C 1.827 2.427 -1.988
C 3.230 1.996 -2.301
O 4.204 2.620 -1.447
C 1.122 1.923 -0.861
C 1.763 1.009 0.035
N 1.207 0.457 1.055
C 1.971 -0.247 2.015
C 3.272 -0.712 1.823
C 3.940 -1.413 2.813
C 3.338 -1.654 4.041
C 2.055 -1.186 4.266
C 1.400 -0.500 3.258
I -0.556 0.157 3.635
C -0.183 2.384 -0.621
O -0.887 1.986 0.378
H -2.434 4.456 -2.139
H -2.807 2.999 -1.179
H -2.184 4.426 -0.374
H 1.725 3.760 -3.635
H 3.334 0.913 -2.206
H 3.469 2.256 -3.330
H 3.727 3.116 -0.775
H 2.821 0.819 -0.151
H 3.761 -0.554 0.871
H 4.940 -1.780 2.617
H 3.856 -2.210 4.812
H 1.563 -1.362 5.212
O -5.306 0.228 -3.447
C -4.438 0.192 -2.614
C -4.634 0.226 -1.106
O -5.694 0.356 -0.525
C -3.297 0.074 -0.548
C -2.327 -0.018 -1.548
O -1.088 -0.175 -1.262
C -2.942 0.078 -2.877
O -2.400 0.068 -3.962
O -2.959 -0.005 0.701
C -0.502 -3.076 -1.020
Si -0.895 -2.376 0.675
C 0.350 -3.286 1.797
C -2.557 -3.061 1.220
H -0.348 -4.160 -0.941
H 0.403 -2.619 -1.430
H -1.308 -2.883 -1.732
H 0.232 -4.363 1.618
H 0.176 -3.105 2.864
H 1.391 -3.023 1.573
H -2.505 -4.157 1.232
H -3.353 -2.748 0.541
H -2.826 -2.713 2.222

***

50
Properties=species:S:1:pos:R:3 method="wB97M-V/def2-TZVPD" homo_lumo_gap_ev=8.14 homo_ev=-8.14 total_energy_ha=-1639.103042 e_above_lowest_kcal_mol=48.5 e_lumo_ev=0.000
C 2.270 5.183 1.498
C 1.188 4.455 1.305
C 0.676 4.050 -0.045
N 0.520 2.613 -0.118
C 1.067 1.890 -1.102
O 1.704 2.358 -2.030
C 0.845 0.418 -1.001
C 1.641 -0.548 -1.699
C 2.870 -0.296 -2.472
S 4.234 0.110 -1.315
C 4.334 -1.306 -0.251
C 4.882 -1.091 1.010
C 5.025 -2.146 1.890
C 4.614 -3.418 1.524
C 4.071 -3.627 0.269
C 3.937 -2.580 -0.627
N 1.176 -1.753 -1.503
O 0.090 -1.652 -0.709
C -0.117 -0.355 -0.389
C -1.266 -0.060 0.499
O -1.404 1.015 1.066
N -2.115 -1.088 0.638
C -3.337 -0.996 1.412
C -4.541 -0.924 0.507
C -4.723 0.193 -0.300
C -5.807 0.267 -1.156
C -6.719 -0.774 -1.212
C -6.542 -1.889 -0.411
C -5.455 -1.966 0.442
H 2.605 5.459 2.484
H 2.867 5.538 0.674
H 0.600 4.098 2.141
H 1.370 4.345 -0.835
H -0.296 4.529 -0.226
H -0.100 2.170 0.556
H 2.766 0.611 -3.067
H 3.144 -1.149 -3.089
H 5.192 -0.095 1.286
H 5.453 -1.973 2.867
H 4.719 -4.242 2.215
H 3.752 -4.616 -0.026
H 3.516 -2.768 -1.601
H -1.953 -1.933 0.110
H -3.403 -1.862 2.076
H -3.257 -0.084 2.011
H -4.013 1.005 -0.250
H -5.942 1.139 -1.778
H -7.567 -0.716 -1.879
H -7.252 -2.703 -0.452
H -5.320 -2.838 1.065

***

51
Properties=species:S:1:pos:R:3 method="wB97M-V/def2-TZVPD" homo_lumo_gap_ev=8.28 homo_ev=-8.24 total_energy_ha=-1714.331763 e_above_lowest_kcal_mol=55.9 e_lumo_ev=0.047
C 6.580 3.005 -0.235
O 5.456 2.158 -0.260
C 5.586 0.881 0.193
C 6.770 0.342 0.682
C 6.813 -0.971 1.122
C 5.679 -1.766 1.083
C 4.498 -1.242 0.600
C 4.428 0.076 0.149
C 3.191 0.624 -0.356
N 2.149 -0.102 -0.472
N 1.021 0.448 -0.935
C -0.202 -0.152 -1.066
O -1.143 0.595 -1.342
C -0.338 -1.597 -0.844
C 0.747 -2.475 -0.920
C 0.603 -3.813 -0.624
C -0.637 -4.308 -0.235
C -1.733 -3.476 -0.195
C -1.610 -2.125 -0.526
N -2.742 -1.345 -0.555
S -3.991 -1.567 0.561
O -3.421 -1.755 1.864
O -4.877 -2.580 0.071
C -4.757 0.036 0.436
C -4.310 1.061 1.246
C -4.876 2.317 1.119
C -5.882 2.550 0.186
C -6.477 3.915 0.033
C -6.316 1.499 -0.618
C -5.754 0.241 -0.497
H 7.389 2.620 -0.863
H 6.947 3.155 0.785
H 6.237 3.958 -0.636
H 7.668 0.937 0.726
H 7.743 -1.369 1.499
H 5.720 -2.786 1.431
H 3.598 -1.834 0.567
H 3.191 1.682 -0.633
H 1.006 1.456 -1.128
H 1.710 -2.096 -1.220
H 1.453 -4.474 -0.691
H -0.747 -5.352 0.019
H -2.710 -3.843 0.076
H -2.543 -0.382 -0.828
H -3.537 0.854 1.969
H -4.536 3.125 1.750
H -7.526 3.853 -0.244
H -5.954 4.458 -0.755
H -6.386 4.486 0.953
H -7.098 1.672 -1.342
H -6.079 -0.591 -1.102